No. 1
Entry from the OMol25 dataset: a molecular structure, C27H47ClN2O2Si2Y at a distorted geometry (ωB97M-V/def2-TZVPD).

Output
HOMO (alpha / beta)   -0.0500 / -0.0497 hartree
ΔE to the lowest compared entry with this formula, charge and spin   357.2 kJ/mol
Frontier orbital gap (alpha / beta)   0.13304 / 0.13308 Ha
Total charge   -1

Element x y z (Å)
Y (0.154, -0.406, -1.366)
Cl (-0.980, -0.406, 0.841)
N (0.823, 1.908, -1.491)
N (0.707, -2.734, -1.294)
C (-0.177, 2.653, -1.926)
C (-0.133, -3.513, -1.943)
C (1.874, 2.808, -0.968)
C (1.181, 4.174, -0.978)
C (3.066, 2.821, -1.911)
C (2.284, 2.352, 0.426)
H (2.771, 3.194, -2.902)
H (3.496, 1.817, -2.021)
H (3.836, 3.490, -1.506)
H (1.397, 2.137, 1.039)
H (2.867, 3.148, 0.907)
H (2.905, 1.447, 0.372)
C (1.636, -3.591, -0.513)
C (1.282, -4.994, -1.013)
C (1.336, -3.442, 0.967)
C (3.080, -3.222, -0.814)
H (3.285, -3.343, -1.884)
H (3.745, -3.890, -0.252)
H (3.304, -2.187, -0.522)
H (0.290, -3.702, 1.173)
H (1.505, -2.413, 1.310)
H (1.985, -4.117, 1.541)
O (0.085, -4.808, -1.853)
H (1.012, -5.704, -0.221)
H (2.057, -5.436, -1.655)
O (-0.091, 3.942, -1.684)
H (1.718, 4.953, -1.536)
H (0.934, 4.549, 0.027)
C (-1.368, 2.077, -2.647)
C (-1.280, -2.984, -2.761)
C (-0.887, -1.673, -3.399)
H (-2.123, -2.833, -2.068)
H (-1.573, -3.741, -3.501)
C (-1.254, -0.453, -2.797)
C (-0.953, 0.806, -3.354)
H (-1.582, -0.489, -1.314)
C (-0.126, 0.838, -4.487)
C (0.310, -0.375, -5.033)
C (0.337, 2.146, -5.058)
C (-0.051, -1.624, -4.520)
H (0.964, -0.342, -5.908)
C (0.490, -2.894, -5.113)
H (0.953, -2.686, -6.085)
H (-0.293, -3.649, -5.259)
H (1.267, -3.347, -4.477)
H (-0.467, 2.892, -5.099)
H (0.717, 1.995, -6.076)
H (1.164, 2.581, -4.472)
H (-1.764, 2.830, -3.344)
H (-2.143, 1.876, -1.889)
C (-3.308, -1.057, 3.999)
Si (-1.462, -0.880, 4.358)
C (-1.225, -0.687, 6.219)
C (-0.641, -2.484, 3.805)
C (-0.718, 0.583, 3.462)
Si (-1.356, 2.334, 3.325)
C (0.096, 3.496, 3.641)
C (-2.073, 2.748, 1.626)
C (-2.714, 2.692, 4.589)
H (-3.861, -1.256, 4.930)
H (-3.485, -1.900, 3.315)
H (-3.727, -0.154, 3.535)
H (-2.039, -1.177, 6.773)
H (-0.276, -1.142, 6.537)
H (-1.200, 0.373, 6.506)
H (-1.088, -2.874, 2.880)
H (-0.753, -3.255, 4.582)
H (0.433, -2.340, 3.630)
H (0.314, 0.439, 3.088)
H (0.567, 3.840, 2.709)
H (-0.240, 4.386, 4.194)
H (0.860, 2.988, 4.245)
H (-1.292, 2.868, 0.861)
H (-2.764, 1.972, 1.270)
H (-2.625, 3.699, 1.677)
H (-3.701, 2.349, 4.246)
H (-2.513, 2.223, 5.562)
H (-2.778, 3.780, 4.748)

---

No. 2
Entry from the OMol25 dataset: a gas-phase ion, C27H47ClN2O4P (charge +1) (ωB97M-V/def2-TZVPD).

Output
HOMO   -0.4161 hartree
SMILES   CCP(CC)[C@@H]1O[C@@H](CCO)[C@@](CCCCN)(C[C@@H](C)O)[N@H+](CC(=O)Cl)[C@H]1CCc1ccccc1
Frontier orbital gap   0.31536 Ha
Total charge   +1

Element x y z (Å)
C (1.733, 0.754, 4.529)
C (2.467, 1.839, 3.726)
P (1.324, 2.757, 2.632)
C (2.416, 3.488, 1.320)
C (3.922, 3.425, 1.599)
C (0.625, 1.297, 1.700)
O (1.673, 0.562, 1.057)
C (1.600, 0.405, -0.342)
C (2.857, -0.345, -0.783)
C (3.578, 0.303, -1.971)
O (4.538, 1.230, -1.492)
C (0.251, -0.215, -0.728)
C (0.220, -0.658, -2.189)
C (-1.056, -1.396, -2.671)
C (-0.875, -2.890, -2.933)
C (0.155, -3.198, -4.038)
N (0.906, -4.450, -3.885)
C (-0.170, -1.374, 0.189)
C (0.649, -2.677, 0.178)
C (1.783, -2.707, 1.215)
O (-0.254, -3.768, 0.383)
N (-0.788, 0.911, -0.448)
C (-1.124, 1.809, -1.592)
C (-2.369, 1.385, -2.351)
O (-3.319, 0.904, -1.826)
Cl (-2.320, 1.812, -4.042)
C (-0.439, 1.830, 0.741)
C (-1.748, 2.222, 1.435)
C (-2.453, 1.115, 2.241)
C (-3.611, 0.486, 1.494)
C (-3.607, -0.868, 1.191)
C (-4.647, -1.445, 0.471)
C (-5.713, -0.665, 0.054)
C (-5.739, 0.685, 0.371)
C (-4.701, 1.255, 1.083)
H (0.679, 1.006, 4.681)
H (2.186, 0.622, 5.509)
H (1.770, -0.202, 4.003)
H (3.299, 1.406, 3.170)
H (2.898, 2.573, 4.409)
H (2.205, 3.014, 0.359)
H (2.103, 4.530, 1.236)
H (4.149, 3.604, 2.649)
H (4.435, 4.191, 1.018)
H (4.339, 2.462, 1.303)
H (0.201, 0.655, 2.470)
H (1.647, 1.388, -0.842)
H (2.672, -1.390, -1.019)
H (3.545, -0.311, 0.061)
H (4.041, -0.469, -2.590)
H (2.860, 0.831, -2.611)
H (5.372, 1.095, -1.947)
H (0.435, 0.173, -2.864)
H (1.065, -1.331, -2.328)
H (-1.369, -0.942, -3.614)
H (-1.896, -1.241, -1.989)
H (-0.639, -3.446, -2.023)
H (-1.845, -3.269, -3.268)
H (0.882, -2.389, -4.131)
H (-0.381, -3.290, -4.984)
H (1.406, -4.436, -3.000)
H (0.241, -5.210, -3.779)
H (-1.197, -1.641, -0.074)
H (-0.198, -1.030, 1.227)
H (1.049, -2.887, -0.814)
H (2.738, -2.983, 0.769)
H (1.901, -1.759, 1.735)
H (1.550, -3.480, 1.949)
H (-0.778, -3.596, 1.173)
H (-1.664, 0.433, -0.185)
H (-1.387, 2.784, -1.173)
H (-0.274, 1.974, -2.244)
H (-0.023, 2.742, 0.306)
H (-1.504, 3.068, 2.078)
H (-2.445, 2.599, 0.682)
H (-2.820, 1.533, 3.179)
H (-1.771, 0.308, 2.511)
H (-2.791, -1.488, 1.546)
H (-4.617, -2.507, 0.260)
H (-6.521, -1.116, -0.507)
H (-6.577, 1.294, 0.061)
H (-4.732, 2.311, 1.327)

---

Q: total charge of number 2 (C27H47ClN2O4P)?
A: +1

---

Q: Among the records above, which one has the lowest total charge?
A: C27H47ClN2O2Si2Y